{"formula": "C22H23BF7N7NiO2Se", "method": "ωB97M-V/def2-TZVPD", "symbols": ["F", "H", "H", "C", "H", "C", "C", "C", "C", "H", "H", "H", "C", "C", "F", "C", "C", "C", "O", "H", "H", "C", "H", "H", "F", "H", "F", "N", "N", "C", "H", "C", "H", "C", "O", "C", "C", "C", "C", "F", "F", "H", "Ni", "C", "N", "N", "H", "H", "H", "H", "H", "N", "H", "H", "H", "B", "N", "H", "C", "N", "C", "Se", "F", "C"], "positions_angstrom": [[-0.1188, -3.5121, -0.2863], [3.0834, 5.4987, 1.9938], [-2.9810, 0.8375, 4.7275], [-0.9924, 0.0096, 4.9172], [-0.3239, 4.3931, 2.2482], [-2.8338, -3.0900, -1.6409], [-2.0609, 0.5747, 4.2274], [0.1686, -0.3198, 4.2459], [0.7131, 4.3674, -0.3148], [0.0854, 3.1396, 4.2007], [0.0787, 5.2457, -0.1677], [2.5923, -0.8508, -2.9331], [-3.1166, -4.4225, -1.4040], [1.3631, -0.1777, 0.7206], [-3.1044, -5.3083, -2.4037], [1.8233, 3.6194, 3.3096], [-3.1172, -2.5996, 0.6459], [-2.8187, -2.1371, -0.6294], [-1.2748, 4.1760, 1.9894], [3.5259, 2.8281, 4.0795], [1.0021, -0.7853, 4.7559], [-1.3187, 3.4497, 0.8791], [1.2748, 1.9610, 4.3532], [-1.0700, -0.1831, 5.9798], [-0.1158, -2.5998, 1.8022], [-2.7376, 1.1423, 2.2543], [-3.6619, -6.1322, 0.1238], [1.3730, -0.2785, 2.1458], [-0.8097, 0.4532, 2.2040], [2.3221, -0.7151, -1.8961], [0.8507, -2.2497, -1.9550], [-3.3963, -4.8484, -0.1181], [1.5867, 6.2786, 1.5464], [-3.3952, -3.9284, 0.9133], [-2.3537, 3.1295, 0.3549], [2.1036, 4.6444, 0.2606], [0.0335, 3.0991, 0.2688], [2.0616, 5.2995, 1.6433], [0.2270, -0.0556, 2.8731], [-2.5406, -2.7468, -2.8994], [-3.6657, -4.3277, 2.1595], [3.7622, 3.7923, 2.7162], [-0.3711, 0.1514, 0.0625], [2.5567, 0.4784, 0.1821], [1.2808, 4.5388, 2.6003], [0.9521, -1.3988, -0.0254], [2.6687, 3.7065, 0.3029], [0.6701, 2.6833, 1.0497], [-0.9560, 2.2671, -1.3207], [2.0965, -0.8295, 2.5859], [3.8468, 0.8053, -1.4586], [1.0751, 2.9444, 4.2441], [0.6612, 1.9394, -1.2869], [3.0306, 1.1946, 0.8438], [2.6503, 5.3110, -0.4107], [0.1850, -2.4982, 0.5138], [-0.1748, 2.0305, -0.7129], [0.7916, 4.2327, -1.3959], [-1.9298, 0.7546, 2.8648], [3.1331, 3.1965, 3.2280], [1.3595, -1.4875, -1.3851], [-2.4541, -0.2989, -0.9901], [-3.1363, -1.7546, 1.6875], [2.9949, 0.2636, -1.0693]], "mulliken_charge": [-0.248, 0.388, 0.534, -0.409, 0.439, 0.369, -1.197, -1.301, -1.205, 0.322, 0.376, 0.421, 0.305, 1.802, -0.320, 0.732, 0.372, -0.640, -0.613, 0.251, 0.533, -0.099, 0.197, 0.461, -0.245, 0.479, -0.323, 0.120, 0.901, -0.759, 0.489, 0.698, 0.440, 0.171, -0.604, -0.106, 1.939, -1.260, -0.002, -0.374, -0.340, 0.211, -0.272, -1.293, -0.456, -0.378, 0.020, -0.964, 0.454, 0.369, 0.416, -0.529, 0.310, 0.358, 0.476, 0.644, -0.291, 0.400, -0.510, -0.370, -0.627, -0.256, -0.310, -0.098], "lumo_ev": [0.03, 0.04], "energy_ha": -6019.760398, "largest_force_ev_per_a": 0.41, "molar_mass_g_mol": 698.92, "relative_energy_kj_mol": 46.0, "orbital_gap_ha": [0.2631, 0.2639]}